# C43H74NO20

A 7-piece molecular cluster, C43H74NO20 overall in a non-equilibrium geometry (wB97M-V/def2-TZVPD, the OMol25 dataset).

E (eV): -88229.434
Multiplicity: 2
Strongest force on any atom (eV/A): 2.25

Element x y z (Å)
C1 0.83389 2.11603 5.12745
O1 -0.10664 1.11837 5.45305
C2 0.47000 -0.12932 5.78430
C3 -0.29972 -1.21511 5.05787
C4 0.20558 -2.63192 5.36499
C5 1.25821 -3.07931 4.33108
C6 0.87490 -4.30939 3.50206
C7 -0.00834 -3.90174 2.31489
C8 0.77522 -3.44677 1.08288
C9 -0.04486 -3.55596 -0.20086
C10 0.59947 -2.89704 -1.42314
C11 0.62106 -1.34503 -1.43803
C12 1.96269 -0.81490 -0.90617
C13 2.05171 0.71159 -0.70174
C14 3.19476 1.02983 0.25619
C15 2.33762 1.42806 -2.02739
N1 0.78681 1.22091 -0.06289
O2 0.80394 1.19110 1.21690
C16 -0.52507 0.80232 -0.65570
C17 -0.75846 1.43633 -2.04095
C18 -1.64956 1.29976 0.24523
C19 -0.55446 -0.72992 -0.68313
H1 0.36918 3.08779 5.30416
H2 1.73825 2.05680 5.74265
H3 1.11387 2.04387 4.06944
H4 1.51831 -0.14488 5.45800
H5 0.45288 -0.29508 6.87002
H6 -0.17494 -1.04129 3.98476
H7 -1.36591 -1.09530 5.26966
H8 -0.64429 -3.32110 5.35992
H9 0.64895 -2.65755 6.36572
H10 2.23458 -3.22907 4.79683
H11 1.37269 -2.25072 3.62211
H12 1.78373 -4.81709 3.16857
H13 0.32652 -5.03029 4.11827
H14 -0.62061 -3.04839 2.63576
H15 -0.70859 -4.70184 2.05523
H16 1.68058 -4.05258 0.98065
H17 1.06376 -2.40548 1.25010
H18 -1.05424 -3.16460 -0.03836
H19 -0.17797 -4.62217 -0.41722
H20 0.08649 -3.25934 -2.31930
H21 1.63744 -3.24962 -1.48836
H22 0.56071 -1.04057 -2.48987
H23 2.73426 -1.07495 -1.64091
H24 2.23981 -1.32425 0.01934
H25 3.12690 2.05885 0.61136
H26 4.13759 0.91921 -0.28570
H27 3.21863 0.35150 1.10683
H28 1.68099 1.09500 -2.82688
H29 2.17371 2.49809 -1.90872
H30 3.36501 1.23451 -2.33460
H31 -0.51603 0.76230 -2.86222
H32 -0.17223 2.34836 -2.13690
H33 -1.80611 1.72601 -2.12508
H34 -1.63733 2.39137 0.30525
H35 -2.59752 0.99916 -0.20651
H36 -1.59172 0.86819 1.24316
H37 -1.50102 -1.02142 -1.15286
H38 -0.54924 -1.07427 0.35430
C20 6.51201 6.42533 -3.21773
C21 5.06750 5.96015 -3.20136
C22 4.59702 5.26576 -1.93812
O3 3.57201 4.39531 -2.42868
C23 3.85419 4.11043 -3.72381
O4 3.31600 3.27071 -4.36885
O5 4.84282 4.91536 -4.17341
H39 7.02566 6.16667 -2.29135
H40 7.03984 5.95260 -4.04398
H41 6.57838 7.50337 -3.34709
H42 4.38525 6.77510 -3.45433
H43 4.17935 5.93379 -1.18984
H44 5.38881 4.65729 -1.49379
C24 -2.97297 -1.30715 -6.59800
C25 -3.73193 -0.36863 -5.67891
C26 -3.01467 0.90392 -5.27460
O6 -3.59698 1.18739 -3.99748
C27 -4.00408 0.01400 -3.45820
O7 -4.34836 -0.11777 -2.32683
O8 -3.94870 -0.96938 -4.37723
H45 -1.97817 -0.92382 -6.82806
H46 -2.86242 -2.27924 -6.12030
H47 -3.50276 -1.44937 -7.53725
H48 -4.71675 -0.12489 -6.08241
H49 -3.18959 1.73614 -5.95151
H50 -1.94074 0.74971 -5.13917
C28 -1.84153 -2.78169 8.61464
C29 -2.03987 -4.27498 8.79407
C30 -2.93756 -4.96030 7.78143
O9 -3.46758 -6.05585 8.53160
C31 -3.45648 -5.70910 9.84308
O10 -3.99185 -6.31806 10.70883
O11 -2.74919 -4.56825 10.01659
H51 -2.40395 -2.40210 7.76048
H52 -2.17142 -2.24913 9.50471
H53 -0.79211 -2.54690 8.44766
H54 -1.08177 -4.79719 8.85409
H55 -2.41693 -5.33495 6.90413
H56 -3.76278 -4.31132 7.47671
C32 4.68260 -7.01802 -3.60607
C33 4.03356 -6.03153 -2.65280
C34 4.82152 -4.77223 -2.34433
O12 4.36981 -4.44169 -1.02833
C35 3.96268 -5.58736 -0.42689
O13 3.68797 -5.68192 0.72413
O14 3.90407 -6.59240 -1.32773
H57 5.66607 -6.67453 -3.92817
H58 4.80250 -7.98031 -3.11172
H59 4.07310 -7.16836 -4.49456
H60 3.02462 -5.76813 -2.97990
H61 4.62204 -3.94309 -3.01798
H62 5.89536 -4.97249 -2.30625
C36 -6.02209 4.14604 -3.63646
C37 -5.78313 4.15101 -5.13515
C38 -6.68898 5.03808 -5.96783
O15 -6.71671 4.35510 -7.22765
C39 -6.48061 3.04384 -6.99434
O16 -6.59828 2.17474 -7.79641
O17 -6.08444 2.86139 -5.71555
H63 -6.85479 4.79445 -3.36259
H64 -6.24949 3.13458 -3.30437
H65 -5.14100 4.48394 -3.09555
H66 -4.73572 4.36253 -5.36523
H67 -6.31776 6.04898 -6.11043
H68 -7.70293 5.06605 -5.56197
C40 1.16438 3.63317 1.38683
C41 0.09407 4.69320 1.55752
C42 -1.32503 4.26406 1.23858
O18 -1.93024 5.49077 0.81478
C43 -0.95296 6.29076 0.32409
O19 -1.13986 7.29947 -0.27463
O20 0.26258 5.77103 0.60843
H69 0.74629 2.68932 1.03646
H70 1.90736 3.96158 0.66164
H71 1.67843 3.43065 2.32365
H72 0.13159 5.14387 2.55276
H73 -1.87084 3.85851 2.08596
H74 -1.34931 3.55494 0.40687